# 1
A molecular structure, H12O10PSr in a non-equilibrium geometry. Source: the Open Molecules 2025 dataset; level of theory: wB97M-V/def2-TZVPD.

For the total energy, the calculation gives -1131.8666 a.u. The calculation puts the highest occupied orbital energy at -1.13 eV. As for the net charge: -1. For the HOMO-LUMO gap, the calculation gives 2.39 eV. Its LUMO energy is 1.26 eV.

Each line ends with the Mulliken charge.
Cartesian coordinates (Å):
1 Sr 0.006 -0.127 -0.135  1.563
2 P 2.427 1.001 -1.381  0.628
3 O 2.491 2.558 -1.043  -0.957
4 O 2.377 0.156 -0.147  -0.721
5 O 3.630 0.760 -2.319  -0.870
6 O 1.071 0.689 -2.034  -0.877
7 O -1.700 -0.964 -1.769  -0.449
8 H -1.664 -1.658 -2.427  0.221
9 H -2.582 -0.601 -1.851  0.231
10 O -2.106 -1.033 1.397  -0.467
11 H -2.590 -1.703 0.914  0.287
12 H -2.218 -1.272 2.317  0.241
13 O 0.618 2.153 0.913  -0.390
14 H 1.352 2.390 0.346  0.342
15 H 0.713 2.721 1.678  0.194
16 O 0.594 -2.548 -0.168  -0.443
17 H 0.181 -3.235 -0.691  0.218
18 H 1.181 -3.018 0.425  0.224
19 O 0.477 -0.496 2.311  -0.498
20 H 0.515 -1.408 2.602  0.250
21 H 1.295 -0.111 2.625  0.273
22 O -1.915 1.563 -0.392  -0.507
23 H -1.867 2.398 0.073  0.237
24 H -2.286 1.785 -1.246  0.267

***

# 2
2 unconnected molecules or ions with the total composition C5H12NOS in a non-equilibrium geometry. Source: the Open Molecules 2025 dataset; level of theory: wB97M-V/def2-TZVPD.

For the total energy, the calculation gives -725.6930 a.u. For the relative energy (zero: lowest compared OMol25 entry of this formula, charge and spin), the calculation gives 164.2 kcal per mole. The calculation puts the highest occupied orbital energy at -2.53 eV. As for the net charge: -1. For the HOMO-LUMO gap, the calculation gives 3.43 eV. Its LUMO energy is 0.90 eV.

Each line ends with the Mulliken charge.
Cartesian coordinates (Å):
1 C -0.851 1.200 1.123  -1.562
2 C -0.267 0.231 0.078  0.727
3 C 1.196 0.001 0.348  -1.044
4 C 2.134 -0.715 -0.693  -0.873
5 S 4.095 -0.483 -0.484  -0.211
6 N -1.177 -0.921 0.152  -0.414
7 C -2.461 -0.593 -0.447  -0.531
8 O -2.480 0.225 -1.494  -0.863
9 H -1.812 1.690 0.753  0.307
10 H -0.131 2.033 1.235  0.514
11 H -1.036 0.639 2.079  0.348
12 H -0.270 0.599 -0.840  0.308
13 H 1.381 -0.351 1.320  0.309
14 H 1.557 1.044 0.568  0.290
15 H 1.928 -1.804 -0.598  0.407
16 H 1.895 -0.614 -1.815  0.349
17 H 2.869 1.292 -0.816  0.180
18 H -0.499 -1.691 -0.201  0.256
19 H -3.122 -0.174 0.432  0.166
20 H -2.948 -1.608 -0.701  0.337

***

# 3
C8H11N3O2 in the gas phase in a non-equilibrium geometry. Source: the Open Molecules 2025 dataset; level of theory: wB97M-V/def2-TZVPD.

As for the structure (SMILES): Cn1ccnc1C(=O)NCCC=O. For the total energy, the calculation gives -626.1125 a.u. For the relative energy (zero: lowest compared OMol25 entry of this formula, charge and spin), the calculation gives 2.4 kcal per mole. The calculation puts the highest occupied orbital energy at -8.96 eV. For the HOMO-LUMO gap, the calculation gives 9.28 eV. Its LUMO energy is 0.32 eV.

Each line ends with the Mulliken charge.
Cartesian coordinates (Å):
1 C 2.057 -2.328 0.676  -0.832
2 N 0.868 -2.116 -0.110  0.173
3 C 0.339 -2.948 -1.048  -0.323
4 C -0.804 -2.272 -1.563  -0.616
5 N -0.987 -1.141 -0.905  -0.532
6 C -0.078 -1.145 0.083  0.061
7 C 0.003 0.027 0.820  0.449
8 O 0.984 0.301 1.573  -0.720
9 N -1.235 0.747 0.898  -0.149
10 C -1.366 2.153 0.967  -0.860
11 C -0.124 2.814 0.286  -0.283
12 C -0.372 2.854 -1.251  0.065
13 O 0.535 2.682 -1.971  -0.456
14 H 2.291 -1.687 1.626  0.268
15 H 1.954 -3.362 1.054  0.368
16 H 2.963 -2.320 -0.065  0.294
17 H 0.777 -3.795 -1.432  0.502
18 H -1.437 -2.605 -2.291  0.513
19 H -1.725 0.499 -0.014  0.422
20 H -1.458 2.238 2.058  0.329
21 H -2.376 2.391 0.705  0.448
22 H -0.028 3.879 0.646  0.381
23 H 0.701 2.164 0.585  0.203
24 H -1.480 2.968 -1.328  0.296

***

# 4
C5H8N2O in the gas phase in a non-equilibrium geometry. Source: the Open Molecules 2025 dataset; level of theory: wB97M-V/def2-TZVPD.

As for the structure (SMILES): CN/C(=C/C#N)CO. For the total energy, the calculation gives -379.9814 a.u. For the relative energy (zero: lowest compared OMol25 entry of this formula, charge and spin), the calculation gives 67.0 kcal per mole. The calculation puts the highest occupied orbital energy at -8.26 eV. For the HOMO-LUMO gap, the calculation gives 8.75 eV. Its LUMO energy is 0.49 eV.

Each line ends with the Mulliken charge.
Cartesian coordinates (Å):
1 C 0.510 1.986 -1.161  -1.122
2 N -0.287 1.244 -0.142  -0.309
3 C -0.179 -0.058 0.214  1.002
4 C -0.939 -0.295 1.286  -0.513
5 C -0.869 -1.564 1.969  0.115
6 N -0.894 -2.698 2.324  -0.554
7 C 0.602 -1.008 -0.427  -0.664
8 O -0.197 -2.120 -0.931  -0.521
9 H 0.343 1.630 -2.082  0.422
10 H 0.173 2.994 -1.152  0.368
11 H 1.580 2.108 -0.918  0.336
12 H -0.710 1.955 0.552  0.256
13 H -1.636 0.559 1.674  0.183
14 H 1.457 -1.412 0.315  0.280
15 H 1.115 -0.450 -1.190  0.366
16 H -0.069 -2.872 -0.331  0.356

***

- What is the LUMO energy in the third record?
  0.32 eV

***

- The lowest total energy belongs to which entry?
  H12O10PSr

***

- Look up the LUMO energy of the third one.
  0.32 eV

***

Copy entry 3 word for word.
C8H11N3O2 in the gas phase in a non-equilibrium geometry. Source: the Open Molecules 2025 dataset; level of theory: wB97M-V/def2-TZVPD.

As for the structure (SMILES): Cn1ccnc1C(=O)NCCC=O. For the total energy, the calculation gives -626.1125 a.u. For the relative energy (zero: lowest compared OMol25 entry of this formula, charge and spin), the calculation gives 2.4 kcal per mole. The calculation puts the highest occupied orbital energy at -8.96 eV. For the HOMO-LUMO gap, the calculation gives 9.28 eV. Its LUMO energy is 0.32 eV.

Each line ends with the Mulliken charge.
Cartesian coordinates (Å):
1 C 2.057 -2.328 0.676  -0.832
2 N 0.868 -2.116 -0.110  0.173
3 C 0.339 -2.948 -1.048  -0.323
4 C -0.804 -2.272 -1.563  -0.616
5 N -0.987 -1.141 -0.905  -0.532
6 C -0.078 -1.145 0.083  0.061
7 C 0.003 0.027 0.820  0.449
8 O 0.984 0.301 1.573  -0.720
9 N -1.235 0.747 0.898  -0.149
10 C -1.366 2.153 0.967  -0.860
11 C -0.124 2.814 0.286  -0.283
12 C -0.372 2.854 -1.251  0.065
13 O 0.535 2.682 -1.971  -0.456
14 H 2.291 -1.687 1.626  0.268
15 H 1.954 -3.362 1.054  0.368
16 H 2.963 -2.320 -0.065  0.294
17 H 0.777 -3.795 -1.432  0.502
18 H -1.437 -2.605 -2.291  0.513
19 H -1.725 0.499 -0.014  0.422
20 H -1.458 2.238 2.058  0.329
21 H -2.376 2.391 0.705  0.448
22 H -0.028 3.879 0.646  0.381
23 H 0.701 2.164 0.585  0.203
24 H -1.480 2.968 -1.328  0.296